Record 1
The following is a DFT calculation (ωB97M-V/def2-TZVPD) of a cluster of 7 separate species, C17H55B2N3O5 in total at a distorted geometry.

Each line ends with the Mulliken charge.
Geometry (Å):
O1 3.426 -0.779 4.434  -0.45
H1 4.042 -0.324 3.838  0.46
H2 3.069 -0.201 5.125  0.46
H3 2.655 -1.186 3.854  0.32
O2 0.096 -0.366 1.232  -0.09
H4 -0.879 -0.524 1.068  0.41
H5 0.638 -0.563 0.358  0.03
H6 0.400 -0.907 2.005  0.26
B1 1.237 -0.917 -1.230  -0.05
H7 1.665 0.089 -0.711  -0.20
H8 1.211 -1.810 -0.422  -0.08
H9 0.106 -0.690 -1.575  -0.19
H10 1.847 -1.236 -2.201  -0.20
B2 1.282 -2.037 3.311  0.67
H11 1.561 -2.494 4.381  -0.22
H12 0.939 -0.894 3.500  -0.33
H13 2.173 -2.068 2.516  -0.23
H14 0.353 -2.641 2.882  -0.26
C1 -4.715 -1.474 1.283  -1.52
C2 -3.387 -0.719 1.307  0.79
C3 -2.948 -0.390 2.730  -0.74
O3 -2.429 0.931 2.723  -0.26
C4 -1.848 1.277 3.951  -0.70
N1 -2.287 -1.470 0.628  -0.64
H15 -5.201 -1.385 0.314  0.39
H16 -5.361 -1.194 2.116  0.39
H17 -4.537 -2.534 1.499  0.39
H18 -3.455 0.212 0.742  -0.14
H19 -2.183 -1.120 3.033  0.23
H20 -3.763 -0.399 3.462  0.54
H21 -2.478 0.980 4.801  0.37
H22 -1.733 2.356 4.029  0.24
H23 -0.880 0.775 4.068  0.08
H24 -2.611 -1.543 -0.338  0.30
H25 -2.369 -2.452 0.895  0.26
C5 4.547 -4.442 2.346  -1.20
C6 3.773 -4.483 1.019  0.66
C7 4.102 -5.785 0.287  -0.92
O4 3.679 -5.682 -1.040  -0.25
C8 3.949 -6.817 -1.817  -0.78
N2 2.340 -4.396 1.219  -0.47
H26 4.133 -5.145 3.073  0.30
H27 4.399 -3.453 2.786  0.15
H28 5.605 -4.656 2.183  0.46
H29 4.153 -3.719 0.337  0.20
H30 3.643 -6.634 0.816  0.36
H31 5.197 -5.912 0.326  0.36
H32 3.794 -7.747 -1.254  0.32
H33 4.971 -6.775 -2.209  0.27
H34 3.245 -6.887 -2.647  0.25
H35 1.936 -5.221 1.650  0.26
H36 2.116 -3.659 1.888  -0.18
C9 -0.975 2.017 -0.826  -2.22
C10 -1.500 3.266 -1.574  1.90
C11 -0.713 4.415 -0.911  -1.22
C12 -0.590 5.692 -1.739  -0.78
C13 -0.170 5.362 -3.174  -1.24
C14 -1.046 4.286 -3.849  1.54
N3 -1.165 3.143 -2.971  0.27
O5 -1.678 2.012 -3.616  -0.43
C15 -2.382 4.981 -4.197  -1.69
C16 -0.314 3.921 -5.136  -1.90
C17 -3.004 3.346 -1.295  -1.68
H37 -1.315 2.028 0.214  0.31
H38 -1.319 1.069 -1.241  0.40
H39 0.110 2.015 -0.895  0.56
H40 -1.281 4.625 -0.001  0.34
H41 0.289 4.125 -0.597  0.45
H42 -1.524 6.262 -1.694  0.33
H43 0.181 6.350 -1.330  0.41
H44 0.834 4.936 -3.066  0.38
H45 -0.141 6.239 -3.818  0.46
H46 -3.060 4.254 -4.659  0.33
H47 -2.239 5.737 -4.972  0.43
H48 -2.826 5.462 -3.330  0.36
H49 -0.222 4.780 -5.802  0.40
H50 -0.865 3.135 -5.655  0.41
H51 0.693 3.549 -4.948  0.41
H52 -3.500 2.416 -1.612  0.41
H53 -3.323 3.470 -0.261  0.38
H54 -3.533 4.071 -1.923  0.22
H55 -2.636 2.148 -3.692  0.35

Cartesian forces (eV/Å) of the 6 atoms listed first:
O 0.6 0.0 -0.1
H 0.1 0.3 0.1
H -0.1 0.2 -0.1
H -0.7 -0.7 -0.1
O 0.0 0.9 0.5
H 0.1 -0.7 -0.5

Calculated values
charge	0
HOMO-LUMO gap	6.661	eV
spin multiplicity	1

***

Record 2
The following is a DFT calculation (ωB97M-V/def2-TZVPD) of a structure of composition C30H39AsBrF6N2O3PSiTi at a distorted geometry.

Each line ends with the Mulliken charge.
Geometry (Å):
Ti1 1.541 1.367 -0.059  -0.42
N1 4.229 1.483 3.032  -0.30
C1 3.667 1.520 1.840  0.61
O1 2.690 0.777 1.559  -0.15
C2 4.176 2.434 0.771  -1.22
C3 3.573 1.907 -0.534  -0.82
H1 3.889 0.859 3.747  0.26
H2 5.015 2.074 3.241  0.24
H3 5.269 2.438 0.778  0.58
H4 3.843 3.453 0.978  0.29
H5 4.179 1.051 -0.847  0.59
H6 3.627 2.653 -1.325  0.39
C4 -3.267 1.689 -4.617  -0.90
Si1 -1.723 0.714 -4.961  -0.15
C5 -0.789 1.339 -6.437  -0.98
C6 -2.076 -1.111 -5.095  -0.82
C7 -0.617 0.838 -3.471  -0.11
C8 0.066 0.620 -2.508  -0.24
H7 -3.973 1.587 -5.445  0.36
H8 -3.044 2.751 -4.495  0.32
H9 -3.760 1.338 -3.707  0.24
H10 -1.389 1.225 -7.343  0.33
H11 0.142 0.785 -6.578  0.31
H12 -0.538 2.397 -6.330  0.32
H13 -2.694 -1.329 -5.971  0.41
H14 -2.603 -1.474 -4.208  0.13
H15 -1.147 -1.680 -5.192  0.30
Br1 5.078 -4.267 -3.601  -0.14
C9 4.025 -3.292 -2.381  -0.27
C10 3.678 -3.865 -1.167  -0.40
C11 2.899 -3.149 -0.267  -1.67
C12 2.460 -1.877 -0.585  0.17
C13 2.804 -1.319 -1.814  1.41
C14 3.601 -2.019 -2.714  -0.70
C15 2.322 -0.002 -2.255  -0.34
O2 2.703 0.692 -3.106  -0.36
O3 0.992 0.351 -1.577  1.76
H16 4.022 -4.862 -0.924  0.47
H17 2.640 -3.592 0.685  0.49
H18 1.865 -1.323 0.130  0.40
H19 3.859 -1.571 -3.665  0.62
F1 1.250 3.058 1.038  -0.39
P1 0.258 3.915 -0.158  1.60
F2 -0.528 4.554 1.030  -0.37
F3 -0.666 2.558 -0.114  -0.18
F4 1.382 5.001 -0.172  -0.39
F5 1.159 3.007 -1.285  -0.16
F6 -0.590 4.549 -1.295  -0.34
C16 -4.925 -3.021 -1.229  -1.48
C17 -3.735 -2.112 -1.107  0.89
C18 -2.438 -2.621 -1.113  -1.15
C19 -1.374 -1.768 -0.886  -0.16
N2 -1.508 -0.457 -0.678  1.07
C20 -2.740 0.043 -0.759  -0.75
C21 -3.869 -0.736 -0.961  -1.17
H20 -4.883 -3.596 -2.155  0.35
H21 -5.856 -2.458 -1.212  0.40
H22 -4.935 -3.733 -0.404  0.33
H23 -2.264 -3.677 -1.288  0.47
H24 -0.359 -2.154 -0.860  0.12
H25 -2.822 1.121 -0.651  0.50
H26 -4.849 -0.274 -0.998  0.41
C22 -1.211 -1.304 2.258  -1.45
As1 -0.157 0.316 1.987  1.06
C23 -1.539 1.575 2.524  -1.36
C24 0.859 0.323 3.712  -1.35
C25 0.104 -0.062 4.947  0.21
C26 -0.511 0.905 5.740  -0.33
C27 -1.241 0.545 6.865  -0.71
C28 -1.364 -0.791 7.218  -0.52
C29 -0.744 -1.764 6.445  -0.66
C30 -0.012 -1.400 5.325  -0.22
H27 -1.430 -1.407 3.317  0.68
H28 -0.679 -2.187 1.908  0.35
H29 -2.144 -1.214 1.708  0.26
H30 -1.911 1.286 3.505  0.56
H31 -2.355 1.556 1.804  0.29
H32 -1.134 2.584 2.568  0.34
H33 1.226 1.348 3.794  0.58
H34 1.708 -0.342 3.562  0.60
H35 -0.406 1.954 5.482  0.44
H36 -1.720 1.311 7.461  0.41
H37 -1.923 -1.071 8.101  0.39
H38 -0.838 -2.810 6.710  0.41
H39 0.483 -2.164 4.734  0.40

Cartesian forces (eV/Å) of the 6 atoms listed first:
Ti 0.6 0.9 3.1
N 0.0 -0.1 0.1
C 0.2 0.2 -0.2
O 0.1 -0.2 0.1
C -0.1 -0.1 -0.3
C 0.3 -0.2 0.1

Calculated values
charge	+1
HOMO-LUMO gap (alpha / beta)	7.543 / 7.567	eV
⟨S²⟩	0.75
spin multiplicity	2